{"formula": "C5H11P", "method": "wB97M-V/def2-TZVPD", "relative_energy_kj_mol": 421.6, "fmax_ev_per_a": 3.22, "spin_multiplicity": 1, "e_tot_ev": -14646.9526, "homo_energy_ev": -8.6524, "smiles": "C#[PH2].C=C(C)C", "symbols": ["C", "C", "C", "C", "C", "P", "H", "H", "H", "H", "H", "H", "H", "H", "H", "H", "H"], "coordinates": [[-0.821, 0.293, 1.479], [0.104, -1.520, -2.101], [0.161, 0.758, 0.729], [1.609, 0.658, 1.152], [-0.169, 1.398, -0.588], [-0.914, -2.379, -1.298], [-1.836, 0.560, 1.261], [-0.578, -0.028, 2.576], [-0.012, -1.003, -3.024], [1.723, 0.604, 2.294], [2.039, 1.706, 1.017], [2.158, -0.134, 0.673], [-0.736, 0.823, -1.279], [0.793, 1.621, -1.145], [-0.702, 2.249, -0.312], [-2.263, -2.843, -1.413], [-0.556, -2.763, -0.020]]}